Below is a single C3H8N2 molecule, with properties calculated with ωB97M-V/def2-TZVPD.

```
13
C3H8N2 ωB97M-V/def2-TZVPD
H -1.01 -0.69 2.20
N -0.46 0.16 2.32
H 0.60 1.57 1.17
H -1.93 -0.85 -0.52
H 2.00 0.63 -0.71
N -0.02 0.15 -0.06
H -0.44 -1.44 -1.36
C 0.91 0.70 -1.05
H -0.46 -1.80 0.47
H 0.66 1.79 -1.31
H 0.92 0.19 -1.99
C 0.00 0.62 1.21
C -0.78 -1.03 -0.37
```

Results
total charge = 0
frontier orbital gap = 9.50 eV
relative energy (zero: lowest compared OMol25 entry of this formula, charge and spin) = 48.5 kcal/mol
E_tot = -6219.7457 eV

Atomic partial charges in e from the Mulliken method, atoms 1 to 2:
1. H 0.215
2. N -0.702